DFT (ωB97M-V/def2-TZVPD) results for a molecular structure, C25H50ClNOP2PdSi2.

The max |F| comes out at 3.308 eV/A. The expectation value of S² is 6.02. The highest occupied orbital energy (alpha / beta) comes out at -5.86 / -7.85 eV. The multiplicity is 5. As for the frontier orbital gap (alpha / beta): 0.2344 / 0.1522 hartree. Its energy above the lowest of the compared OMol25 structures with the same formula, charge and spin is 12.24 kcal per mole. For the calculated total energy, the calculation gives -2962.19269 hartree.

XYZ file:
```
83
C25H50ClNOP2PdSi2 ωB97M-V/def2-TZVPD
Pd -0.3618 0.0144 0.0286
C 2.0799 -0.1328 -1.6345
C 1.3317 -1.3206 -1.8034
C 0.0299 -0.9089 -2.2697
Si 2.0389 -2.9994 -1.3745
C 0.0281 0.5163 -2.3945
C 1.3290 1.0060 -2.0072
Si 2.0331 2.7354 -1.8791
H 3.1089 -0.1021 -1.2984
H -0.7482 -1.5811 -2.6304
H -0.7514 1.1134 -2.8671
Cl -5.1986 0.1779 1.9215
C 3.8941 2.6490 -1.7755
C 1.5206 3.8041 -3.3264
C 3.8976 -2.8871 -1.2760
C 1.5337 -4.3048 -2.6150
H 2.1845 3.5691 -4.1736
H 1.6447 4.8710 -3.0828
H 0.4847 3.6326 -3.6496
H 4.2132 2.1191 -0.8680
H 4.3169 3.6633 -1.7602
H 4.2982 2.1134 -2.6454
H 2.1778 -4.1972 -3.5021
H 0.4885 -4.2168 -2.9415
H 1.6920 -5.3129 -2.2004
H 4.3047 -2.5112 -2.2242
H 4.3245 -3.8802 -1.0793
H 4.2076 -2.2035 -0.4745
C 1.3660 3.3798 -0.2269
C 1.3655 -3.3515 0.3614
P -0.2743 2.6894 0.1767
H 1.3794 4.4824 -0.2037
H 2.0626 3.0417 0.5610
P -0.2817 -2.6122 0.6341
H 2.0567 -2.8832 1.0849
H 1.3743 -4.4327 0.5734
C -0.8472 -3.2470 2.3628
C -1.3705 -3.6864 -0.4544
C -1.3677 3.5697 -1.0816
C -0.7871 3.5483 1.7914
C -0.6236 2.6145 2.9520
H -1.8666 3.6691 1.6751
C -0.0682 4.8206 2.1475
H 0.9848 4.6213 2.3745
H -0.5352 5.1897 3.0668
H -0.1512 5.5812 1.3755
H -1.2616 1.7849 2.6497
H -1.0316 2.9127 3.9264
H 0.4537 2.4474 3.1214
H -0.9276 3.2733 -2.0400
C -1.3581 5.0927 -1.0080
C -2.7907 3.0325 -1.0217
H -0.3670 5.5495 -1.0207
H -1.8991 5.4733 -0.1383
H -1.8795 5.4893 -1.8856
H -2.8590 1.9921 -1.3397
H -3.4330 3.6212 -1.6832
H -3.2210 3.0903 -0.0183
H -0.9345 -3.5601 -1.4522
C -2.7938 -3.1443 -0.4790
C -1.3602 -5.1724 -0.1136
H -0.3688 -5.6244 -0.0523
H -1.8858 -5.7164 -0.9048
H -1.8950 -5.3964 0.8123
H -2.8611 -2.1668 -0.9568
H -3.2251 -3.0432 0.5203
H -3.4360 -3.8301 -1.0390
C -0.6482 -2.1398 3.3744
C -0.0783 -4.4013 2.9278
H -1.9180 -3.3797 2.2395
H 0.9759 -4.1320 3.1213
H -0.1346 -5.3040 2.3137
H -0.5368 -4.5785 3.9128
H 0.4137 -2.0240 3.5202
H -1.0667 -2.2523 4.3634
H -1.2843 -1.3875 2.9199
C -2.2491 0.0686 0.5641
H -2.8042 -0.0067 -0.3734
H -2.4623 -0.7628 1.2286
H -2.4513 1.0009 1.0822
O 0.2320 0.3850 4.3794
C 0.4022 0.2366 3.1749
N 0.4263 0.1511 2.0076
```